Molecular formula: CH2N4O3
Method: DFT, the ωB97M-V functional and the def2-TZVPD basis

```
10
Properties=species:S:1:pos:R:3:forces:R:3
N 3.149 0.118 0.374 0.86 0.28 0.30
C 2.096 -0.128 0.004 -0.20 0.16 0.27
N 0.914 -0.513 -0.446 -3.77 -0.12 0.61
N -0.279 -0.189 0.377 3.21 -0.47 -0.25
O -0.992 -1.306 0.749 -0.32 -0.27 -0.37
N -1.044 0.890 -0.050 0.29 -0.41 -0.39
O -0.465 1.725 -0.685 0.03 0.51 -0.26
O -2.188 0.871 0.332 -0.60 0.14 0.07
H 0.742 -0.454 -1.443 0.01 0.04 0.10
H -1.933 -1.014 0.788 0.49 0.13 -0.09
```
Forces are in eV/Å.

Results
2S+1   1
Gap between HOMO and LUMO   10.62 eV
Energy relative to the best compared isomer or geometry (same formula, charge and spin)   1.849 eV
E_HOMO   -11.04 eV

Molecular formula: C8H5AuCl2NO3STm
Method: DFT, the ωB97M-V functional and the def2-TZVPD basis

```
22
Properties=species:S:1:pos:R:3:forces:R:3
Au -0.348 -1.095 -3.566 -0.89 -0.40 1.46
Tm -1.254 -0.050 1.240 -2.98 1.53 -1.49
Cl -1.410 -1.212 -1.498 0.20 0.31 0.40
Cl -2.185 2.080 1.907 0.74 -1.31 -0.30
C 0.803 0.740 0.467 6.20 2.66 -2.13
C 0.571 -1.845 -5.178 3.42 -8.80 -4.99
C 0.382 0.047 -5.024 1.55 9.88 -3.50
O 1.823 1.153 0.114 -4.77 -1.93 1.61
O 1.090 -2.530 -5.976 -2.69 4.48 3.97
O 0.726 0.961 -5.664 -1.51 -5.25 2.83
S -0.483 -2.345 2.183 0.50 -0.05 0.87
C -0.283 -1.051 3.326 -0.89 -0.03 -0.10
N -1.461 -0.601 3.971 1.14 -0.31 1.74
C -1.381 0.209 5.085 -1.47 -1.04 -1.83
C -0.197 0.837 5.371 1.64 0.67 0.41
C 0.939 0.613 4.580 -0.15 0.53 0.40
C 0.883 -0.290 3.517 0.09 -0.84 0.18
H -2.294 -1.192 3.893 -0.02 0.01 0.12
H -2.309 0.333 5.639 0.09 0.07 0.07
H -0.143 1.513 6.225 -0.03 -0.13 -0.07
H 1.878 1.118 4.818 -0.22 -0.01 -0.09
H 1.738 -0.507 2.876 0.05 -0.05 0.43
```
Forces are in eV/Å.

Results
2S+1   5
Gap between HOMO and LUMO (alpha / beta)   7.88 / 5.58 eV
Energy relative to the best compared isomer or geometry (same formula, charge and spin)   0.000 eV
⟨S²⟩   6.039
E_HOMO (alpha / beta)   -23.43 / -23.89 eV
Total charge   +4

Molecular formula: C14H36Cu2O14PbS4
Method: DFT, the ωB97M-V functional and the def2-TZVPD basis

```
71
Properties=species:S:1:pos:R:3:forces:R:3
Pb 0.933 -1.172 4.262 -0.19 1.28 -2.20
Cu -2.718 0.331 -2.098 0.74 -0.30 -0.06
Cu -1.780 0.241 1.270 1.04 0.17 -0.29
O 0.379 -0.004 2.066 -0.14 -0.52 0.35
C 1.179 0.399 0.921 0.14 0.02 0.94
C 0.621 -0.015 -0.461 -0.95 -0.82 -0.17
O -0.699 0.289 -0.892 -0.31 0.11 1.74
H 2.144 -0.089 1.059 0.13 -0.44 -0.66
H 1.496 1.442 0.943 -0.78 0.44 0.24
H 0.796 -1.086 -0.570 -0.27 -0.38 -0.09
H 1.091 0.396 -1.355 1.13 0.50 0.14
O -1.618 -0.666 -3.881 -1.53 0.70 0.18
S -0.564 -1.270 -4.629 2.87 -1.88 3.41
O -0.258 -2.662 -4.435 -0.68 1.93 -0.89
O -0.823 -1.041 -6.226 0.12 -0.18 -0.74
C -1.751 -0.195 -6.712 -2.19 -1.10 0.67
C -1.033 1.069 -7.048 1.95 3.36 -1.19
C 0.925 -0.212 -4.342 -1.12 -0.82 -0.46
H -2.618 0.079 -6.112 0.18 -0.74 0.48
H -2.060 -0.521 -7.706 0.08 -0.48 -0.71
H -1.858 1.661 -7.444 -0.15 0.16 -0.33
H -0.223 1.069 -7.778 -0.17 -0.37 -0.20
H -0.629 1.543 -6.153 -0.12 -0.34 0.37
H 0.579 0.753 -3.972 -0.04 0.18 -0.82
H 1.449 -0.289 -5.295 0.49 0.56 0.30
H 1.476 -0.635 -3.503 0.01 -0.67 -0.37
O 3.454 -0.607 3.760 -1.89 -0.88 1.93
S 4.357 0.365 3.232 0.76 4.76 -3.80
O 3.969 1.757 2.873 0.97 -4.49 1.80
O 5.720 0.519 4.231 -1.08 -2.73 -0.06
C 6.168 -0.707 4.820 -0.30 3.53 2.08
C 7.037 -0.356 5.920 -0.01 -0.88 0.84
C 5.109 -0.441 1.846 0.47 1.23 0.23
H 6.775 -1.390 4.225 0.72 -0.85 -1.45
H 5.422 -1.433 5.142 -1.11 -0.52 -0.37
H 7.955 0.078 5.525 1.29 0.77 0.03
H 7.329 -1.110 6.651 0.07 -0.63 -0.56
H 6.671 0.499 6.488 -0.19 1.00 0.02
H 4.551 -0.170 0.951 -0.20 -0.19 0.15
H 5.238 -1.514 1.994 0.07 0.19 0.01
H 6.018 0.160 1.811 0.53 -0.52 -0.54
O -0.537 4.859 1.871 -1.06 -2.59 -2.19
S -1.178 3.921 0.953 -2.56 2.81 0.78
O -1.674 2.611 1.443 1.13 0.05 -0.83
O -2.539 4.710 0.375 2.03 -0.62 1.22
C -3.626 4.003 -0.192 -2.08 0.43 0.14
C -4.862 3.847 0.735 0.99 0.01 0.16
C -0.415 3.881 -0.671 1.04 -0.55 -0.08
H -3.318 3.059 -0.642 0.29 -0.58 0.27
H -4.021 4.566 -1.038 0.59 0.47 -0.12
H -5.364 4.763 1.047 0.35 0.43 -0.65
H -4.572 3.442 1.705 -0.14 -0.76 -0.19
H -5.591 3.279 0.157 -0.09 -0.34 0.43
H 0.662 3.710 -0.675 0.09 0.12 0.61
H -0.584 4.854 -1.131 -0.21 -0.08 0.19
H -0.810 3.059 -1.267 -0.55 0.17 0.14
O -1.907 -1.978 0.849 0.21 1.35 0.67
S -1.838 -3.402 0.575 -1.96 -2.99 -1.10
O -0.841 -4.249 1.195 -0.85 1.69 -0.58
O -3.368 -4.060 0.874 2.53 1.44 -0.13
C -4.089 -3.530 2.036 -2.00 -0.23 0.93
C -3.560 -3.895 3.412 1.80 -0.12 -0.23
C -1.717 -3.497 -1.301 -0.32 -0.85 1.37
H -5.102 -3.929 1.996 0.12 -0.42 -0.80
H -4.282 -2.462 1.938 0.62 0.16 -0.17
H -4.003 -3.437 4.296 -0.41 0.52 -0.55
H -2.519 -3.580 3.337 0.49 0.13 0.71
H -3.497 -4.947 3.693 -0.33 -0.20 -0.70
H -0.757 -3.076 -1.600 -0.16 0.28 0.25
H -2.602 -3.042 -1.746 0.15 0.21 0.21
H -1.700 -4.545 -1.601 -0.08 -0.10 0.27
```
Forces are in eV/Å.

Results
2S+1   4
Gap between HOMO and LUMO (alpha / beta)   5.98 / 2.32 eV
Energy relative to the best compared isomer or geometry (same formula, charge and spin)   0.000 eV
⟨S²⟩   3.769
E_HOMO (alpha / beta)   -21.01 / -21.00 eV
Total charge   +5

Molecular formula: C3H4ClO5S
Method: DFT, the ωB97M-V functional and the def2-TZVPD basis

```
14
Properties=species:S:1:pos:R:3:forces:R:3
O 3.329 1.012 0.210 -2.43 0.39 -0.70
S 1.910 1.408 -0.066 3.05 -1.79 1.33
O 1.458 1.170 -1.435 0.20 0.12 -0.19
O 1.564 2.686 0.461 -0.57 1.62 0.40
C 0.880 0.306 0.959 -2.86 -0.59 -0.30
O 0.796 -1.069 0.568 0.18 0.08 -0.25
C -0.400 -0.959 -0.220 -0.84 -2.76 0.50
O -0.102 -0.838 -1.550 -0.98 -1.43 0.26
C -0.844 0.388 0.306 3.04 1.76 1.48
Cl -2.183 0.429 1.513 0.76 0.11 -0.85
H 1.145 0.344 2.049 -0.50 0.54 -1.05
H -1.012 -1.930 -0.046 0.56 1.81 -0.18
H 0.554 -0.153 -1.414 1.34 1.23 -1.80
H -0.800 1.206 -0.492 -0.96 -1.10 1.34
```
Forces are in eV/Å.

Results
2S+1   1
Gap between HOMO and LUMO   8.90 eV
Energy relative to the best compared isomer or geometry (same formula, charge and spin)   0.782 eV
E_HOMO   -5.74 eV
Total charge   -1

Molecular formula: C6H6O2Sn
Method: DFT, the ωB97M-V functional and the def2-TZVPD basis

```
15
Properties=species:S:1:pos:R:3:forces:R:3
Sn -7.838 0.529 2.961 -0.04 -0.01 0.02
C -0.488 -0.693 -0.641 -0.73 -0.42 -1.17
C 0.743 -1.130 -1.115 -3.93 -0.90 1.69
C 1.845 -0.574 -0.512 1.32 0.82 -2.53
C 1.692 0.605 0.247 -0.59 0.80 2.20
C 0.451 1.103 0.666 1.86 -1.07 -1.04
C -0.678 0.401 0.194 -0.51 1.77 1.69
O -1.943 0.748 0.599 1.23 -1.06 -1.19
O 3.029 -0.904 -1.022 0.16 0.56 1.51
H -1.444 -1.055 -0.989 0.17 -0.69 -0.32
H 0.663 -2.056 -1.666 0.77 0.11 -0.50
H 2.566 1.043 0.705 0.26 0.12 -0.35
H 0.452 1.960 1.323 -0.32 0.03 -0.01
H -1.977 1.667 0.874 0.20 0.29 0.29
H 2.929 -1.646 -1.623 0.16 -0.35 -0.28
```
Forces are in eV/Å.

Results
2S+1   1
Gap between HOMO and LUMO   1.69 eV
Energy relative to the best compared isomer or geometry (same formula, charge and spin)   1.262 eV
E_HOMO   -13.19 eV
Total charge   +2

Molecular formula: C6H8NOS
Method: DFT, the ωB97M-V functional and the def2-TZVPD basis

```
17
Properties=species:S:1:pos:R:3:forces:R:3
C 1.979 -0.181 0.000 0.11 2.05 0.45
C 1.683 -1.506 -0.438 -2.57 -0.99 1.34
C 1.041 0.626 0.538 -1.46 -0.06 1.07
C 0.370 -2.027 -0.284 2.77 0.58 -0.57
C -0.297 0.133 0.813 2.62 -2.16 -1.04
C -0.660 -1.256 0.321 -2.34 0.44 1.53
N -1.107 0.720 1.592 -2.51 2.07 1.13
O -1.317 0.205 -1.188 0.77 0.73 -4.39
S -2.288 -1.628 0.575 2.05 -1.07 -0.31
H 2.995 0.265 -0.049 -0.64 -0.81 -0.10
H 2.599 -2.048 -0.578 -0.29 -0.93 -0.93
H 1.147 1.538 1.101 1.11 0.52 -0.52
H 0.065 -3.010 -0.588 0.35 -0.37 -0.07
H -1.467 0.647 -2.071 0.46 -0.53 1.06
H -2.042 0.279 1.730 0.79 -0.08 0.01
H -1.116 1.729 1.774 0.69 -0.55 0.13
H -1.901 0.626 -0.612 -1.92 1.15 1.22
```
Forces are in eV/Å.

Results
2S+1   1
Gap between HOMO and LUMO (alpha / beta)   6.58 / 6.58 eV
Energy relative to the best compared isomer or geometry (same formula, charge and spin)   2.360 eV
E_HOMO (alpha / beta)   -13.22 / -13.22 eV
Total charge   +1